The following is a DFT calculation (ωB97M-V/def2-TZVPD) of a single C3H3BrO2 molecule.

Geometry as XYZ:
```
9
Properties=species:S:1:pos:R:3:forces:R:3
C -0.133 -0.700 0.004 1.43 -1.11 0.74
C 0.651 0.431 -0.009 0.68 0.37 -0.21
C -2.138 0.386 0.129 -3.11 4.24 0.36
O -1.421 -0.667 0.033 0.11 -5.18 -0.35
O 0.223 1.591 -0.038 0.96 0.36 -0.13
Br -3.998 0.042 -0.014 0.92 0.35 0.08
H 0.372 -1.663 0.245 -0.89 0.61 -0.52
H 1.684 0.088 0.037 0.81 0.87 0.06
H -1.658 1.358 0.300 -0.91 -0.52 -0.04
```
Positions in Å, forces in eV/Å.

<S²> = 2.02
LUMO (spin up / spin down) = 0.8 / -2.0 eV
Energy above the lowest of the compared OMol25 structures with the same formula, charge and spin = 17.5 kcal/mol
Multiplicity = 3
Calculated total energy = -77292.3024 eV

Here are the natural (NBO) charges for atoms 1 to 5, given in e:
1. C 0.205
2. C 0.169
3. C -0.005
4. O -0.481
5. O -0.511